# 1
{"formula": "C27H52F2NO25PdS2", "method": "ωB97M-V/def2-TZVPD", "symbols": ["Pd", "N", "S", "O", "O", "F", "S", "O", "O", "F", "C", "C", "O", "C", "O", "O", "H", "H", "H", "H", "C", "C", "O", "C", "O", "O", "C", "H", "H", "H", "H", "H", "H", "H", "H", "C", "C", "O", "C", "O", "O", "C", "H", "H", "H", "H", "H", "H", "H", "H", "C", "C", "O", "C", "O", "O", "C", "H", "H", "H", "H", "H", "H", "H", "H", "C", "C", "O", "C", "O", "O", "C", "H", "H", "H", "H", "H", "H", "H", "H", "C", "C", "O", "C", "O", "O", "C", "H", "H", "H", "H", "H", "H", "H", "H", "C", "C", "O", "C", "O", "O", "C", "H", "H", "H", "H", "H", "H", "H", "H"], "xyz": [[8.2422, 20.2744, -15.4850], [10.1728, 19.6100, -15.3586], [11.3561, 19.6858, -14.3458], [12.0995, 20.9604, -14.2268], [12.0505, 18.4765, -14.0286], [10.4210, 19.7921, -13.0749], [11.2590, 18.8793, -16.4975], [11.5372, 17.4288, -16.4256], [12.2852, 19.7911, -16.9640], [10.1948, 18.9584, -17.7223], [15.8888, 21.5214, -14.8105], [15.1527, 21.3831, -16.1330], [15.2122, 19.9452, -16.2542], [15.4050, 19.3255, -15.0783], [15.5424, 18.1190, -14.8482], [15.6326, 20.2902, -14.1419], [15.4134, 22.3343, -14.2617], [16.9544, 21.6804, -14.9762], [15.8516, 21.9098, -16.7827], [14.1872, 21.8795, -16.0360], [5.2767, 15.1147, -15.8030], [4.9392, 16.2459, -16.8074], [5.8097, 17.3828, -16.5873], [7.1097, 17.4346, -17.0057], [7.7939, 18.4184, -16.8353], [7.5118, 16.2580, -17.5109], [8.8085, 16.1447, -18.0297], [4.4111, 14.4562, -15.7305], [5.5354, 15.5136, -14.8222], [6.0769, 14.4775, -16.1796], [3.9046, 16.5883, -16.8304], [5.1219, 15.9120, -17.8288], [9.5006, 16.0108, -17.1983], [9.1384, 16.9849, -18.6408], [8.8870, 15.3079, -18.7237], [15.9282, 21.3259, -6.8686], [14.5178, 20.7224, -6.7600], [13.9729, 20.8144, -8.1135], [14.2643, 19.9891, -9.0984], [15.2220, 19.1660, -9.0534], [13.3570, 20.1615, -10.1018], [13.3070, 19.1964, -11.1391], [16.5863, 20.5607, -7.2801], [16.3169, 21.7149, -5.9275], [15.8610, 22.1938, -7.5246], [13.9298, 21.3707, -6.1104], [14.5438, 19.6995, -6.3844], [13.5999, 19.6196, -12.1000], [12.2383, 19.1017, -11.3312], [13.7711, 18.2297, -10.9436], [10.6437, 25.9497, -14.8726], [10.2058, 24.5173, -14.8149], [9.5004, 24.3008, -13.6709], [8.9826, 23.0887, -13.4073], [9.0810, 22.1043, -14.1144], [8.3601, 23.2252, -12.2159], [7.5810, 22.1595, -11.7221], [9.8127, 26.6257, -14.6714], [11.1505, 26.1885, -15.8076], [11.3635, 26.0155, -14.0566], [10.9666, 23.7512, -14.9642], [9.4886, 24.3977, -15.6269], [6.7996, 22.3936, -10.9991], [8.1570, 21.4596, -11.1168], [7.0714, 21.6130, -12.5157], [13.3896, 28.7318, -13.2002], [14.0415, 27.4276, -12.7539], [13.1390, 26.5849, -12.0673], [13.2371, 25.3260, -12.3337], [13.9497, 24.8276, -13.1822], [12.2581, 24.6976, -11.7237], [12.0204, 23.3559, -12.0188], [14.1290, 29.4719, -13.5062], [12.9907, 29.2196, -12.3108], [12.5092, 28.5253, -13.8087], [14.8188, 27.6425, -12.0205], [14.5387, 27.1112, -13.6709], [12.6782, 22.5645, -11.6597], [11.6895, 23.1877, -13.0437], [11.1509, 23.0368, -11.4442], [7.8443, 19.6781, -20.0281], [7.5742, 21.1918, -19.9128], [8.6669, 21.9431, -19.5675], [9.1523, 21.8920, -18.3885], [8.6566, 21.2899, -17.4396], [10.3319, 22.5030, -18.4953], [11.1471, 22.5959, -17.2943], [6.9043, 19.1982, -20.3004], [8.0381, 19.4583, -18.9782], [8.7152, 19.3346, -20.5863], [6.6635, 21.3016, -19.3241], [7.3636, 21.5692, -20.9135], [12.2061, 22.3747, -17.4268], [10.8968, 21.8247, -16.5659], [11.2374, 23.6176, -16.9254], [8.9126, 14.6137, -13.9745], [8.8627, 16.1345, -13.9902], [7.8946, 16.5255, -13.0368], [7.6541, 17.8362, -12.7784], [7.9776, 18.8176, -13.4766], [6.8276, 17.8297, -11.7017], [6.4269, 18.9917, -11.0518], [9.4776, 14.2278, -14.8230], [7.9411, 14.1202, -14.0013], [9.3673, 14.3420, -13.0218], [8.5071, 16.5859, -14.9164], [9.8047, 16.5926, -13.6887], [5.3492, 18.8988, -10.9175], [6.4330, 19.8906, -11.6682], [6.9892, 19.1141, -10.1261]], "atomic_forces_ev_per_a": [[-0.057, -0.274, -0.170], [3.411, -2.283, -2.477], [1.717, 4.495, 7.607], [-1.385, -2.581, -1.212], [0.138, 0.196, -1.188], [-0.403, 0.300, 0.625], [-0.486, -3.332, -6.362], [-1.165, 3.840, 0.482], [-1.209, -1.084, 1.663], [0.722, 0.082, 1.024], [-0.924, 0.707, 0.467], [1.874, -0.063, 1.586], [-1.012, -0.383, -1.396], [1.645, -1.911, 0.971], [-1.129, 3.662, -1.017], [-0.013, -0.387, 0.460], [0.502, -0.004, 0.388], [0.022, -0.170, 0.354], [-0.733, -0.537, -1.050], [-0.352, -0.865, -0.565], [-0.633, 0.262, -0.800], [1.017, -1.299, -0.429], [1.771, 1.324, -0.351], [-2.633, -2.553, 0.692], [0.434, 0.839, 0.381], [-1.538, 1.529, 0.184], [1.969, -0.041, -0.621], [-0.076, 0.094, 0.251], [-0.124, -0.016, -0.009], [0.164, 0.282, 0.058], [0.271, 0.346, 0.690], [0.040, -0.201, 0.020], [0.139, 0.002, -0.159], [-0.347, 0.363, 0.376], [-0.531, -0.290, 0.451], [-0.489, -0.028, 0.102], [2.009, 0.761, 0.622], [0.009, -1.563, -1.060], [-3.287, 2.020, -0.662], [-0.583, 0.530, -0.167], [3.366, -0.476, 3.307], [-1.315, -0.650, -2.283], [0.312, 0.152, -0.044], [-0.072, -0.412, 0.099], [0.168, -0.084, -0.138], [-0.527, -0.194, -0.532], [-0.358, 0.003, -0.303], [0.932, 0.136, 0.285], [-0.070, -0.510, 0.440], [0.066, 0.302, 0.212], [0.938, -0.294, 1.036], [-0.345, -0.046, -3.330], [-1.588, -1.624, 3.058], [-0.118, 2.068, 0.993], [-0.577, -0.405, -0.338], [0.217, -0.011, -0.866], [-0.454, -1.698, 0.388], [0.060, -0.066, -0.166], [-0.159, -0.040, 0.028], [0.142, 0.719, -0.036], [0.307, 0.294, 0.273], [-0.028, -0.403, -0.449], [0.074, 1.367, -0.335], [0.632, -0.118, -0.502], [0.285, 0.063, -0.200], [-0.794, -0.040, 2.161], [1.590, 2.381, -0.471], [-0.264, 0.979, 0.083], [0.113, -1.253, -2.622], [0.146, -0.269, 0.689], [-0.491, -0.409, 1.521], [-1.616, -1.612, 0.117], [-0.101, -0.436, -0.871], [-0.308, 0.018, 0.199], [0.444, 0.333, -0.626], [0.191, 0.112, -0.150], [-0.329, -1.406, 0.393], [1.207, 0.666, -0.476], [0.826, 0.068, -0.127], [-0.462, 0.708, 0.246], [0.048, 0.732, 1.732], [-1.933, -1.857, -2.996], [0.201, 0.883, -0.186], [2.060, -0.054, 0.149], [-0.383, 0.352, 0.673], [0.490, -0.114, 2.014], [0.902, -0.191, 0.306], [0.227, -0.112, -0.260], [0.042, -0.833, -0.060], [-0.272, 0.391, -0.389], [0.342, 0.489, 0.464], [-0.362, 0.082, 0.080], [-0.139, -0.367, -1.312], [-0.631, 0.632, 0.148], [-0.995, -0.113, -0.094], [0.112, 0.297, 0.206], [-0.112, 0.198, -0.800], [-0.897, 2.134, 1.783], [-1.122, -0.737, -0.788], [-0.585, -1.356, 1.141], [1.835, -0.770, -1.835], [-1.230, 1.358, -0.095], [0.254, 0.093, 0.198], [-0.190, 0.413, -0.076], [0.194, -0.332, -0.202], [0.464, -0.266, -0.428], [0.223, -0.157, -0.331], [0.105, -0.371, 0.763], [0.789, -0.157, -0.176], [-0.224, 0.050, -0.047]], "max_force_ha_per_bohr": 0.1750, "homo_lumo_gap_ev": [8.914, 3.052], "spin_multiplicity": 4, "e_lumo_ev": [-5.23, -11.09], "charge": 2, "e_homo_ha": [-0.5199, -0.5198]}

# 2
{"formula": "C20H28N4O6", "method": "ωB97M-V/def2-TZVPD", "symbols": ["C", "C", "N", "C", "C", "C", "C", "N", "C", "O", "C", "O", "N", "C", "C", "O", "C", "C", "N", "C", "O", "C", "C", "C", "C", "C", "C", "O", "C", "O", "H", "H", "H", "H", "H", "H", "H", "H", "H", "H", "H", "H", "H", "H", "H", "H", "H", "H", "H", "H", "H", "H", "H", "H", "H", "H", "H", "H"], "xyz": [[5.4161, 2.1225, 0.5037], [4.1699, 1.3454, 0.0636], [2.8936, 1.8567, 0.5390], [2.4576, 3.0747, -0.1338], [1.6939, 2.7580, -1.4176], [2.8003, 1.9120, 1.9894], [1.3465, 1.7036, 2.4578], [0.7451, 0.6258, 1.7039], [1.2647, -0.6158, 1.7388], [2.0123, -1.0390, 2.5955], [0.8845, -1.4325, 0.4989], [0.2196, -2.4486, 0.4803], [1.4634, -0.8850, -0.5949], [1.2369, -1.4204, -1.9112], [-0.0254, -0.8045, -2.5666], [-0.3426, -1.4061, -3.7872], [-1.1495, -2.5393, -3.5109], [-1.8265, -2.2633, -2.1526], [-1.1893, -1.0344, -1.7335], [-1.5996, -0.1637, -0.7995], [-0.9855, 0.8756, -0.5814], [-2.8402, -0.5208, -0.0547], [-3.9196, 0.3491, -0.1122], [-5.0975, 0.0931, 0.5847], [-5.1323, -1.0472, 1.3497], [-4.0353, -1.9114, 1.4288], [-2.8755, -1.6772, 0.7341], [-4.3398, -2.9509, 2.2625], [-5.6514, -2.7113, 2.7232], [-6.1457, -1.5276, 2.1306], [5.5276, 2.0934, 1.5844], [6.2987, 1.6750, 0.0545], [5.3627, 3.1621, 0.1885], [4.1307, 1.3284, -1.0290], [4.2584, 0.3117, 0.4142], [3.3067, 3.7341, -0.3661], [1.7941, 3.6229, 0.5368], [1.4021, 3.6837, -1.9077], [0.7959, 2.1898, -1.1908], [2.3111, 2.1881, -2.1092], [3.1848, 2.8529, 2.4111], [3.3907, 1.0858, 2.3886], [1.3553, 1.4478, 3.5203], [0.7395, 2.5962, 2.3093], [0.1651, 0.8904, 0.9150], [1.8990, 0.0258, -0.5013], [1.0870, -2.4980, -1.8037], [2.0994, -1.2319, -2.5522], [0.1185, 0.2707, -2.7265], [-0.5335, -3.4450, -3.4700], [-1.8635, -2.6331, -4.3307], [-2.9054, -2.1205, -2.2413], [-1.6249, -3.0645, -1.4373], [-3.8418, 1.2410, -0.7144], [-5.9416, 0.7597, 0.5357], [-2.0207, -2.3269, 0.8249], [-6.3000, -3.5583, 2.4494], [-5.6447, -2.5990, 3.8194]], "atomic_forces_ev_per_a": [[-0.315, -0.098, -0.104], [0.255, 0.037, 0.053], [0.048, 0.084, 0.070], [-0.082, -0.101, -0.298], [0.101, 0.190, 0.274], [-0.187, -0.036, 0.047], [0.349, -0.202, 0.082], [-0.258, 0.189, 0.201], [-0.420, 0.168, 0.034], [0.171, -0.147, 0.074], [0.505, 0.113, -0.174], [-0.130, -0.234, 0.228], [0.057, 0.011, -0.254], [-0.420, -0.088, -0.318], [0.626, 0.445, 0.364], [0.125, 0.091, -0.106], [-0.122, -0.290, -0.051], [-0.279, -0.308, 0.023], [0.128, 0.093, -0.222], [-0.212, -0.235, -0.152], [-0.007, 0.472, 0.026], [-0.179, 0.155, 0.161], [0.222, -0.059, -0.101], [-0.174, -0.225, 0.225], [0.539, -0.264, -0.048], [-0.399, 0.487, -0.195], [-0.248, -0.151, 0.196], [0.403, 0.043, -0.212], [-0.619, -0.725, 0.821], [0.016, 0.408, -0.302], [0.057, 0.013, 0.109], [0.136, -0.013, -0.016], [0.058, 0.108, -0.009], [0.014, -0.108, -0.007], [0.008, 0.000, -0.117], [-0.056, 0.031, 0.126], [0.052, 0.045, 0.025], [-0.042, 0.078, -0.160], [-0.075, -0.063, -0.027], [0.084, -0.062, -0.124], [0.036, -0.067, 0.001], [0.023, 0.076, 0.037], [-0.043, 0.147, -0.046], [-0.013, -0.028, 0.037], [0.009, -0.175, -0.018], [-0.009, 0.070, 0.181], [0.086, 0.048, -0.107], [-0.019, -0.044, 0.041], [-0.062, -0.199, 0.063], [-0.097, 0.071, 0.008], [0.045, -0.052, 0.108], [0.093, -0.052, 0.006], [-0.059, 0.017, -0.085], [0.027, 0.103, -0.048], [-0.117, 0.093, -0.013], [0.141, -0.115, -0.023], [0.174, 0.216, -0.017], [0.055, 0.042, -0.271]], "de_lowest_ev": 1.771, "max_force_ha_per_bohr": 0.0245, "homo_lumo_gap_ev": 9.014, "spin_multiplicity": 1, "e_lumo_ev": 0.70, "e_homo_ha": -0.3053, "smiles": "CCN(CC)CCNC(=O)C(=O)NC[C@H]1OCCN1C(=O)c1ccc2c(c1)OCO2"}

| no. | M (g/mol) |
| --- | --- |
| 1 | 999.2 |
| 2 | 420.5 |